i | Density functional theory data (the ωB97M-V functional and the def2-TZVPD basis) for a cluster of 2 separate species, C5H11N3O in total.

## Properties
E_HOMO: -0.368 Ha
Charge: 0
SMILES: C[C@H](N)C#N.[H]/N=C\OC
LUMO: 0.0223 hartree

Geometry (Å):
O 1.674 -0.003 -0.729
N -2.905 0.051 1.203
N 3.046 -0.716 0.986
N -0.010 -1.626 1.520
C -1.051 1.544 0.643
C 2.618 -0.805 -0.189
C -0.715 -0.834 1.086
C -1.629 0.131 0.504
C 1.247 -0.316 -2.037
H -3.261 -0.895 1.225
H 0.624 0.516 -2.366
H -0.018 1.557 0.335
H -1.606 2.241 0.023
H -1.135 1.865 1.679
H -1.702 -0.127 -0.573
H 0.666 -1.242 -2.044
H -3.587 0.647 0.745
H 2.619 0.007 1.550
H 2.100 -0.426 -2.721
H 3.025 -1.569 -0.840

ii | Density functional theory data (the ωB97M-V functional and the def2-TZVPD basis) for an isolated molecule of C5H11N3O.

## Properties
E_HOMO: -0.330 Ha
Charge: 0
SMILES: [H]/N=C1/C[C@]1(CC)N(N)O
LUMO: 0.0300 hartree

Geometry (Å):
O 2.263 -0.621 0.807
N 1.596 0.017 -0.335
N 1.724 -0.757 -1.473
N -1.017 1.800 -1.742
C -1.998 -0.634 0.932
C -0.606 -0.964 0.411
C 0.213 0.255 0.003
C -0.436 1.363 -0.737
C -0.025 1.634 0.631
H 0.844 2.259 0.766
H -1.946 -0.139 1.898
H -0.700 -1.612 -0.468
H -2.530 0.011 0.236
H -0.769 1.749 1.401
H 2.688 -0.723 -1.792
H -0.044 -1.509 1.176
H -1.066 1.148 -2.525
H 1.444 -1.731 -1.341
H 2.937 0.006 1.094
H -2.571 -1.550 1.057

iii | Density functional theory data (the ωB97M-V functional and the def2-TZVPD basis) for a structure of composition C5H11N3O.

## Properties
E_HOMO: -0.251 Ha
Charge: 0
LUMO: 0.0330 hartree

Geometry (Å):
O -1.812 -1.373 -0.960
N -1.742 0.709 0.555
N -3.041 1.061 0.438
N -0.879 1.441 0.000
C 1.462 1.717 -0.583
C 0.264 0.971 -0.346
C -1.176 -1.001 0.130
C 1.196 -1.164 1.006
C 0.299 -0.621 -0.195
H 2.228 -1.187 0.668
H 2.260 1.608 0.214
H -1.489 -1.544 0.990
H -3.649 0.547 1.026
H 1.877 1.463 -1.532
H 1.244 2.731 -0.592
H 0.680 -1.170 -1.147
H -1.237 -1.278 -1.705
H 1.169 -0.468 1.857
H -3.408 1.469 -0.296
H 0.930 -2.193 1.281

i has the most favorable energy; the next structure is 60.5 kcal/mol above.

i | Density functional theory data (the ωB97M-V functional and the def2-TZVPD basis) for a cluster of 2 separate species, C9H13N2 in total.

## Properties
E_HOMO (spin up / spin down): -0.445 / -0.445 Ha
Charge: +1
LUMO (spin up / spin down): -0.1918 / -0.1918 hartree

Geometry (Å):
N -2.175 -0.941 0.880
N -4.303 0.601 0.177
C 3.319 -0.883 0.395
C -0.908 0.242 -1.476
C 1.207 -0.236 -0.316
C 1.698 1.052 -0.434
C 2.050 -1.228 0.182
C -0.892 -1.116 0.515
C 3.877 0.368 0.213
C -0.250 -0.295 -0.408
C 2.967 1.435 -0.086
H -4.829 0.493 1.070
H 4.108 -1.584 0.658
H 3.334 2.405 -0.385
H -1.779 -0.129 -2.043
H -4.775 0.263 -0.678
H 1.654 -2.170 0.413
H -3.013 -0.322 0.664
H -0.491 1.037 -2.076
H 0.892 1.777 -0.701
H 5.016 0.610 0.273
H -4.048 1.581 0.096
H -0.307 -1.640 1.233
H -2.353 -1.320 1.832

ii | Density functional theory data (the ωB97M-V functional and the def2-TZVPD basis) for a cluster of 2 separate species, C9H13N2 in total.

## Properties
E_HOMO (spin up / spin down): -0.461 / -0.461 Ha
Charge: +1
LUMO (spin up / spin down): -0.1613 / -0.1613 hartree

Geometry (Å):
N 0.538 -0.468 0.125
N -2.106 1.641 0.064
C 1.263 -0.644 -2.189
C -0.518 -1.180 0.043
C -1.383 -2.077 -0.643
C 0.951 0.137 1.331
C -1.484 2.705 0.289
C 2.605 0.504 -0.326
C 2.283 0.724 0.972
C -1.544 -1.754 0.913
C 1.460 -0.209 -0.893
H 0.276 0.961 1.854
H -0.413 2.554 0.564
H -1.118 -2.496 1.501
H 1.060 -0.581 2.259
H 1.890 -0.542 -2.993
H 2.852 1.332 1.695
H -2.204 -1.519 -1.324
H -1.728 3.703 0.152
H 0.317 -1.267 -2.527
H -1.017 -3.004 -1.008
H -2.357 -1.152 1.107
H 3.437 0.684 -0.838
H -3.061 1.950 -0.131

iii | Density functional theory data (the ωB97M-V functional and the def2-TZVPD basis) for the ion C9H13N2 with charge +1.

## Properties
E_HOMO (spin up / spin down): -0.400 / -0.394 Ha
Charge: +1
LUMO (spin up / spin down): -0.1686 / -0.1697 hartree

Geometry (Å):
N -2.477 1.519 -0.210
N -2.053 -0.659 0.228
C 2.846 0.352 0.273
C -0.907 -1.372 0.686
C 0.272 -1.217 -0.449
C 3.979 1.187 0.611
C -2.768 2.606 -0.448
C 0.536 0.170 -0.398
C -1.957 0.597 0.501
C -3.050 -1.337 -0.559
C 1.755 0.753 -0.437
H 1.165 -1.888 -0.087
H -2.919 3.640 -0.644
H 1.742 1.817 -0.643
H -1.210 -2.511 0.583
H -0.109 -1.526 -1.396
H 4.800 0.459 0.705
H -3.457 -2.173 0.024
H 3.003 -0.686 0.571
H 4.281 2.028 0.056
H 3.562 1.472 1.673
H -2.720 -1.650 -1.573
H -3.859 -0.594 -0.725
H -0.454 -0.987 1.659

iv | Density functional theory data (the ωB97M-V functional and the def2-TZVPD basis) for the ion C9H13N2 with charge +1.

## Properties
E_HOMO: -0.488 Ha
Charge: +1
SMILES: c1ccc([C@H]2CCC[NH2+]2)nc1
LUMO: -0.1077 hartree

Geometry (Å):
N 0.000 0.392 -1.752
N 0.320 1.778 0.558
C -1.145 -2.163 -1.844
C 0.861 0.613 2.538
C 0.089 -0.361 -2.851
C -0.202 -0.211 1.727
C -0.692 0.697 0.527
C -0.454 -1.611 -2.890
C -1.237 -1.391 -0.706
C -0.636 -0.162 -0.740
C 1.511 1.351 1.357
H 2.009 0.617 0.718
H -1.764 -1.748 0.166
H 0.456 1.204 3.352
H 2.259 2.119 1.541
H -1.566 -3.155 -1.893
H -1.661 1.176 0.650
H -0.021 2.635 0.998
H 1.558 -0.168 2.832
H 0.601 0.041 -3.715
H -0.335 -2.191 -3.798
H 0.432 -0.983 1.302
H 0.679 2.109 -0.348
H -1.062 -0.588 2.270

iv has the most favorable energy; the next structure is 50.1 kcal/mol above.

i | Density functional theory data (the ωB97M-V functional and the def2-TZVPD basis) for a cluster of 2 separate species, C4H12 in total.

## Properties
E_HOMO (spin up / spin down): -0.626 / -0.572 Ha
Charge: +1
2S+1: 2
⟨S²⟩: 0.754
LUMO (spin up / spin down): -0.1086 / -0.4180 hartree

Geometry (Å):
C 0.982 -0.377 1.219
C -1.930 0.467 -2.297
C -0.820 0.124 -1.390
C 1.765 -0.180 2.475
H -0.854 -0.935 -1.127
H 0.682 -1.423 1.097
H -0.839 0.776 -0.463
H -2.907 0.089 -1.955
H 1.197 -0.437 3.379
H -2.026 1.541 -2.468
H 2.187 0.816 2.555
H 1.495 -0.051 0.313
H 0.202 0.305 -1.806
H 2.614 -0.898 2.442
H -1.788 -0.085 -3.256
H 0.040 0.268 1.282

ii | Density functional theory data (the ωB97M-V functional and the def2-TZVPD basis) for a cluster of 2 separate species, C4H12 in total.

## Properties
E_HOMO (spin up / spin down): -0.601 / -0.565 Ha
Charge: +1
2S+1: 2
⟨S²⟩: 0.753
LUMO (spin up / spin down): -0.1148 / -0.4272 hartree

Geometry (Å):
C 0.498 -1.506 -0.557
C 0.605 -2.527 -1.715
C -0.383 1.543 0.588
C -0.665 2.564 1.609
H 0.614 1.668 0.115
H 0.110 -0.512 -0.794
H 1.472 -1.528 -0.068
H -0.392 0.500 0.994
H -0.354 -2.552 -2.220
H 0.867 -3.476 -1.310
H 0.162 3.240 1.846
H 1.371 -2.179 -2.413
H -0.855 2.012 2.584
H -0.320 -1.812 0.121
H -1.576 3.133 1.413
H -1.154 1.433 -0.192

iii | Density functional theory data (the ωB97M-V functional and the def2-TZVPD basis) for a cluster of 2 separate species, C4H12 in total.

## Properties
E_HOMO (spin up / spin down): -0.608 / -0.534 Ha
Charge: +1
2S+1: 2
⟨S²⟩: 0.753
LUMO (spin up / spin down): -0.1025 / -0.4186 hartree

Geometry (Å):
C -1.706 -0.598 -1.468
C 1.598 0.564 1.370
C -2.348 0.563 -0.778
C 2.429 -0.519 0.834
H 3.267 -0.220 0.199
H -1.868 -1.570 -0.997
H -2.434 1.529 -1.302
H -1.722 0.911 0.073
H 3.072 -1.037 1.618
H 0.646 0.859 0.869
H 1.944 -1.475 0.558
H -2.242 -0.801 -2.449
H -0.727 -0.408 -1.896
H -3.364 0.264 -0.551
H 2.157 1.499 1.507
H 1.297 0.439 2.413

i has the most favorable energy; the next structure is 10.2 kcal/mol above.